[1]
Computed, not measured: a cluster of 6 separate species, C21H41F3NO15 in total at a distorted geometry, with ωB97M-V/def2-TZVPD.

XYZ file:
```
81
Properties=species:S:1:pos:R:3:mulliken_charge:R:1
N 0.17319 0.38688 -0.05909 1.9604
H 0.04107 -0.35902 0.65293 -0.0845
H 0.20007 0.11181 -0.90681 -0.1582
H 0.96038 0.92928 -0.11313 -0.3729
H -0.39054 1.18848 0.21333 -0.2247
C -2.47797 -1.62860 -2.66490 -0.3238
C -3.77568 -2.26317 -2.48058 0.1535
O -4.30807 -1.65836 -1.35376 -0.3278
C -3.44900 -0.67793 -0.94616 0.2513
O -3.57946 -0.00260 0.04851 -0.5143
O -2.32153 -0.72979 -1.73978 0.2717
F -3.60842 -3.57348 -2.18296 -0.2172
H -2.48579 -1.22742 -3.83901 0.1965
H -1.58681 -2.27723 -2.63793 0.2160
H -4.63564 -2.16943 -3.27107 0.2174
C -2.38758 -5.86899 -0.65056 -0.4511
C -3.09385 -5.39717 0.67530 0.3248
O -2.17969 -4.41709 1.16037 -0.2926
C -1.34245 -3.98469 0.22300 0.4550
O -0.72388 -2.99446 0.31526 -0.2034
O -1.45896 -4.86899 -0.83511 -0.3386
F -3.38822 -6.42420 1.51423 -0.2849
H -3.11983 -6.07997 -1.45738 0.2410
H -1.68642 -6.81369 -0.71237 0.2838
H -4.02310 -4.91076 0.13193 0.2136
C 2.59240 -0.39087 3.36539 -0.3478
C 3.97211 -1.14694 3.55259 0.3564
O 4.53428 -1.06983 2.32849 -0.3426
C 3.81055 -0.43311 1.42887 0.3357
O 4.09380 -0.19376 0.29901 -0.4915
O 2.56629 -0.16444 1.99622 0.0992
F 3.80644 -2.40539 3.93128 -0.3041
H 2.51724 0.61277 3.89210 0.1651
H 1.81790 -0.98344 3.62382 0.1786
H 4.35334 -0.60171 4.42129 0.3293
C 2.92167 3.30672 -0.93526 -1.0198
O 2.12537 2.76201 0.00341 0.0494
C 2.51647 3.11679 1.30335 -0.7181
C 1.44643 3.15500 2.41740 -0.6705
O 0.67367 2.18677 2.28583 0.2396
C -0.30939 2.02909 3.28048 -0.9850
C -1.22445 0.69329 3.03934 -0.7607
O -0.49961 -0.51860 3.04312 -0.1661
C -1.36783 -1.63779 3.09254 -0.5771
H 2.44444 4.19759 -1.12996 0.4886
H 2.88473 2.72560 -1.95383 0.0163
H 4.04085 3.20541 -0.85313 0.3165
H 3.29132 4.00289 1.40133 0.4402
H 3.34451 2.35531 1.49298 0.1261
H 0.83883 4.04701 2.30325 0.3541
H 1.90525 3.14971 3.40717 0.4370
H -1.01181 2.92620 3.03737 0.3212
H 0.18354 2.04822 4.21980 0.5282
H -1.92643 0.91419 2.26086 0.2203
H -1.97897 0.76093 3.79011 0.6911
H -1.87686 -1.51044 4.12250 0.4056
H -1.00783 -2.71488 3.09395 0.1964
H -2.10209 -1.69378 2.15007 0.0692
C 2.11155 -2.08946 -1.98021 -0.6284
O 1.17426 -1.13292 -2.64116 -0.2905
C 1.80994 -0.04248 -3.23161 -0.2933
C 0.86356 1.09162 -3.67374 -1.1783
O 0.04561 1.43604 -2.77396 0.4284
C -1.08982 2.20451 -3.13861 -1.0525
C -1.17762 3.38713 -2.19402 -0.7308
O -1.26625 3.03290 -0.99268 -0.1734
C -1.32310 4.14970 -0.14090 -0.6255
H 2.18223 -1.52804 -1.03708 0.0542
H 2.98577 -2.11158 -2.59454 0.3305
H 1.90475 -3.09655 -1.80472 0.3193
H 2.43272 -0.36878 -4.06674 0.4531
H 2.36703 0.48443 -2.39993 0.1400
H 0.23842 0.74124 -4.51302 0.4985
H 1.44416 1.80627 -3.97480 0.4651
H -1.89839 1.57099 -2.89092 0.0045
H -1.01433 2.60530 -4.04459 0.7738
H -2.12164 3.91278 -2.48669 0.3505
H -0.29378 3.81199 -2.43023 0.4867
H -2.25528 4.61839 -0.47639 0.5476
H -0.31336 4.83511 -0.07464 0.1262
H -1.53443 3.66143 0.76520 0.0229
```

The energy relative to the best compared isomer or geometry (same formula, charge and spin) comes out at 0.0 kcal/mol. As for the net charge: +1. The value obtained for the lowest unoccupied orbital energy is -1.6 eV. For the HOMO energy, the calculation gives -12.291 eV. The strongest force on any atom is 9.865 eV Å⁻¹.

---

[2]
Computed, not measured: a structure of composition C21H42As2F12O21 at a distorted geometry, with ωB97M-V/def2-TZVPD.

XYZ file:
```
98
Properties=species:S:1:pos:R:3:mulliken_charge:R:1
As -0.69211 -0.21701 -0.33231 2.1171
F -0.17557 -1.50976 -1.48249 -0.5003
F 0.14545 1.08180 -1.25124 -0.2901
F -1.27005 0.99132 0.91508 -0.5817
F -1.39854 -1.46002 0.73571 -0.5522
F 0.92149 -0.37404 0.55409 -0.4984
F -2.32820 -0.01370 -1.09839 -0.5723
As 4.27563 -2.94330 0.09915 2.0613
F 3.02962 -3.50638 1.23614 -0.4820
F 3.54392 -1.28802 0.10037 -0.4691
F 5.51939 -2.23239 -0.84933 -0.5267
F 5.16568 -4.42063 0.16178 -0.4956
F 3.29265 -3.50718 -1.31273 -0.5192
F 5.21416 -2.34590 1.49717 -0.5530
C 4.70321 -1.27242 5.32105 -0.5613
O 4.43940 -0.64168 4.12499 -0.2953
C 3.21879 -0.32783 3.66727 0.7806
O 2.99179 0.27046 2.59699 -0.4284
O 2.27686 -0.64370 4.56448 -0.4088
C 0.95114 -0.27535 4.35849 0.8582
H 4.33430 -0.62914 6.11991 0.2837
H 5.76541 -1.45245 5.48661 0.2410
H 4.22398 -2.24357 5.44484 0.1719
H 0.95433 0.78904 4.12361 -0.5797
H 0.50057 -0.51156 5.32249 0.2252
H 0.53054 -0.97470 3.63593 0.0266
C -0.03951 3.16932 3.55980 -0.5465
O 0.41606 4.40220 2.99178 -0.4023
C 0.94840 4.51897 1.77839 0.7433
O 1.16205 3.61220 0.99038 -0.4128
O 1.09069 5.79842 1.51334 -0.3852
C 1.53513 6.30577 0.26149 -0.4663
H -0.60448 2.59497 2.82561 0.1929
H -0.59323 3.22721 4.49689 0.3663
H 0.78252 2.51987 3.86077 -0.0060
H 2.33672 5.78020 -0.25748 0.2673
H 1.80576 7.35828 0.34568 0.2860
H 0.69961 6.18982 -0.42886 0.0845
C -6.69184 3.00929 3.68448 -0.6698
O -5.71454 1.96837 3.36260 -0.2832
C -5.77160 1.24540 2.23555 0.7214
O -6.66559 1.14973 1.39952 -0.5895
O -4.81264 0.33083 2.43576 -0.2431
C -4.82676 -0.88579 1.67220 -0.5540
H -6.69836 3.82863 2.96564 0.2927
H -6.40727 3.37407 4.67142 0.2453
H -7.73593 2.71905 3.80163 0.3033
H -4.84979 -0.63189 0.61244 0.2545
H -5.68988 -1.54976 1.71978 0.3464
H -3.95917 -1.50922 1.88835 0.1657
C 1.77781 -2.21400 -4.08350 -0.5934
O 1.60074 -0.92201 -4.62989 -0.4232
C 1.85358 0.21457 -3.90860 0.7404
O 2.30567 0.20210 -2.77185 -0.4199
O 1.44830 1.38908 -4.60070 -0.1255
C 0.58932 1.42496 -5.74320 -0.8196
H 2.14045 -2.90994 -4.83998 0.2798
H 0.81295 -2.54196 -3.69672 0.1283
H 2.44214 -2.19595 -3.21953 0.3080
H -0.36426 1.85851 -5.44185 0.2606
H 0.38857 0.49705 -6.27872 0.3080
H 0.96122 2.19896 -6.41455 0.3297
C 0.52730 -3.88826 2.86082 -0.3228
O -0.00290 -4.55804 3.96639 -0.3407
C 0.89325 -5.06793 4.87372 0.7299
O 2.10815 -5.01000 4.79383 -0.5317
O 0.21583 -5.75737 5.87449 -0.3486
C 0.93804 -6.80792 6.52168 -0.6916
H 1.23604 -4.59287 2.42572 0.3449
H 1.05170 -2.93874 2.96806 -0.0435
H -0.27300 -3.70014 2.14510 0.2791
H 1.71402 -6.23467 7.02896 0.2937
H 1.59742 -7.28773 5.79841 0.3070
H 0.45055 -7.41617 7.28358 0.2568
C -4.97358 -2.40469 -7.70139 -0.7198
O -4.55178 -1.72741 -6.46145 -0.3368
C -3.41604 -2.08674 -5.83521 0.7686
O -2.71283 -3.06706 -6.17176 -0.6273
O -3.19981 -1.20905 -4.88293 -0.3038
C -2.03543 -1.00813 -4.10546 -0.2821
H -5.65481 -3.21521 -7.44237 0.2739
H -4.08164 -2.89635 -8.08974 0.3237
H -5.36887 -1.85511 -8.55568 0.2826
H -1.91175 0.05234 -3.88590 0.1128
H -1.17766 -1.46470 -4.59932 0.3168
H -2.06699 -1.49927 -3.13289 0.1496
C 3.41339 4.05000 -4.07795 -0.5639
O 2.17370 4.59514 -3.80327 -0.4389
C 1.33044 4.10780 -2.86561 1.0055
O 1.66491 3.24449 -2.02833 -0.3985
O 0.14932 4.68916 -3.04731 -0.4390
C -0.97602 4.38734 -2.16113 -0.5263
H 3.29659 3.01863 -4.41071 0.1699
H 3.97030 3.90696 -3.15194 0.2925
H 3.82035 4.78052 -4.77712 0.2156
H -1.87334 4.56458 -2.75401 0.2881
H -1.14664 5.05929 -1.32003 0.2151
H -0.93488 3.36811 -1.77698 0.1538
```

As for the net charge: -2. The value obtained for the lowest unoccupied orbital energy is 3.6 eV. For the HOMO energy, the calculation gives -5.251 eV. The strongest force on any atom is 4.840 eV Å⁻¹.

---

[3]
Computed, not measured: a cluster of 2 separate species, C21H42BrFN2O9S3 in total at a distorted geometry, with ωB97M-V/def2-TZVPD.

XYZ file:
```
79
Properties=species:S:1:pos:R:3:mulliken_charge:R:1
H -4.36236 -0.86382 -1.29348 0.3131
N -3.78600 -1.32607 -2.01820 -0.6847
C -2.85095 -2.06456 -1.43916 0.6448
C -1.91878 -2.87310 -2.46650 -1.0109
C -2.78726 -2.16500 0.14970 -0.9528
C -2.20901 -0.91476 0.95180 0.9197
C -3.24545 -0.77579 2.22594 -1.5961
O -0.97529 -1.04826 1.62106 -0.3099
C 0.17563 -1.46882 0.90942 1.1077
C 0.39940 -3.08236 0.83686 -0.4909
O 0.42730 -3.58508 -0.51101 -0.1192
C 1.40305 -4.66680 -0.58045 -0.7862
C 0.48830 -0.78365 -0.49635 -0.6930
C 1.99859 -0.87025 -0.97742 0.1624
O 2.76266 -1.83244 -0.87384 -0.4538
Br 2.77033 0.79041 -1.80523 -0.1695
C 1.42302 -1.00008 1.86275 -1.6535
C 1.05739 -1.45100 3.39497 -0.4792
S 2.57509 -2.12776 4.28776 -0.2134
C 3.24629 -3.55662 3.31841 -0.0770
C 4.63323 -4.12612 3.92997 -1.1383
N 1.54268 0.48157 1.88470 0.2499
C 2.66609 0.96052 2.73761 -0.7748
C 2.93719 2.54079 2.49451 -0.5802
C 3.61804 2.72317 1.06388 -0.1838
O 4.67682 3.72228 1.05215 -0.4437
C 5.40884 3.44217 -0.18918 -0.5000
S -2.49496 0.76450 0.13047 1.4577
O -3.94128 1.18984 0.23248 -0.6794
O -1.71580 1.75619 0.96329 -0.6685
F -1.93490 0.89031 -1.41861 -0.2557
H -1.61302 -3.86048 -2.00020 0.1616
H -2.59579 -3.13917 -3.35908 0.4294
H -1.06730 -2.25825 -2.89362 0.2501
H -3.88016 -2.34469 0.46843 0.4381
H -2.27726 -3.16849 0.39344 0.2802
H -3.01349 -1.63045 2.93855 0.4194
H -4.32900 -0.75664 1.86890 0.4164
H -2.95555 0.22057 2.72364 0.4329
H -0.44729 -3.53780 1.47250 0.2947
H 1.37028 -3.40587 1.34253 -0.2744
H 2.45509 -4.32283 -0.29551 0.2517
H 1.04479 -5.49275 0.12873 0.3428
H 1.48430 -5.09457 -1.63696 0.2112
H -0.17208 -1.12457 -1.35538 -0.0924
H 0.27044 0.34037 -0.36350 0.8162
H 2.38394 -1.55221 1.61978 0.7591
H 0.29505 -2.29560 3.43577 0.3534
H 0.65363 -0.56296 3.98940 0.3626
H 3.45719 -3.32290 2.21793 0.1772
H 2.50727 -4.43911 3.37483 0.2359
H 5.42031 -3.31799 3.76768 0.3210
H 4.88336 -5.07082 3.32292 0.3290
H 4.52985 -4.46588 5.00763 0.3271
H 0.68155 0.89805 2.29037 0.3848
H 3.59188 0.32116 2.51051 0.4090
H 2.45930 0.87307 3.87070 0.2744
H 1.91580 3.05204 2.58974 0.2835
H 3.60561 2.88871 3.36221 0.3091
H 4.05857 1.70412 0.76902 0.1908
H 2.81523 2.96875 0.27997 0.2499
H 4.60823 3.21600 -0.97522 0.1605
H 6.00562 2.47544 -0.04157 0.2380
H 6.05492 4.33260 -0.47465 0.2653
C -4.14591 2.62351 -2.52268 -0.6980
C -3.84903 4.11208 -2.48180 -0.5017
O -3.20482 4.56073 -3.67772 -0.2421
S -4.08348 4.67144 -5.03151 1.1927
C -2.88557 5.52335 -6.01549 -0.9345
O -5.19918 5.54694 -4.79226 -0.6342
O -4.25878 3.35364 -5.58210 -0.6000
H -4.87172 2.38579 -3.30211 0.4486
H -4.55535 2.28520 -1.57180 0.2985
H -3.24039 2.05887 -2.74200 0.1231
H -4.75890 4.69106 -2.29852 0.3470
H -3.16469 4.31633 -1.65612 0.2588
H -2.71447 6.51330 -5.59448 0.3143
H -3.29198 5.61015 -7.02335 0.3704
H -1.96491 4.94135 -6.03589 0.3076
```

As for the net charge: 0. The value obtained for the lowest unoccupied orbital energy is -0.3 eV. For the HOMO energy, the calculation gives -8.594 eV. Its SMILES is [H]/N=C(/C)C[C@@](C)(O[C@@](COC)(CC(=O)Br)[C@H](CSCC)NCCCOC)S(=O)(=O)F.CCOS(C)(=O)=O. The strongest force on any atom is 7.196 eV Å⁻¹.